[1]
{"formula": "C5H11O3Tb", "method": "ωB97M-V/def2-TZVPD", "elements": ["O", "H", "C", "O", "C", "C", "H", "H", "H", "H", "H", "H", "H", "C", "C", "O", "Tb", "H", "H", "H"], "positions_angstrom": [[-0.8526, 0.7642, -0.1156], [-1.5305, 1.2548, 0.4825], [3.0776, 0.0143, -0.8313], [1.7149, 0.3217, -0.5442], [0.9447, 0.7869, -1.6556], [-0.2158, 1.5827, -1.1023], [3.4416, -0.6298, -0.0244], [3.1396, -0.5075, -1.7950], [3.6599, 0.9434, -0.8595], [0.6048, -0.0869, -2.2295], [1.5580, 1.4290, -2.3012], [-0.9286, 1.8017, -1.9060], [0.1279, 2.5195, -0.6444], [-2.6633, -2.2696, 1.7282], [-2.4714, -1.0287, 2.2563], [-1.2645, -0.5070, 2.4913], [0.5558, -0.3996, 1.2477], [-1.9516, -3.0739, 1.9385], [-3.6253, -2.4975, 1.2679], [-3.3212, -0.4176, 2.5966]], "lowdin_charge": [-0.245, 0.177, -0.028, -0.455, -0.154, -0.162, 0.100, 0.123, 0.124, 0.155, 0.163, 0.156, 0.150, 0.208, -0.186, -0.288, 1.766, 0.118, 0.119, 0.159], "total_charge": 2, "orbital_gap_ev": [6.0, 7.5], "e_homo_ev": [-16.366, -15.249], "spin_multiplicity": 7, "e_tot_ha": -1246.591776}


[2]
{"formula": "C5H11O4Pm", "method": "ωB97M-V/def2-TZVPD", "elements": ["C", "O", "C", "O", "C", "C", "O", "Pm", "H", "H", "H", "H", "H", "H", "H", "O", "H", "C", "H", "H", "H"], "positions_angstrom": [[-2.3329, 1.9036, 0.3076], [-1.2990, 1.9597, 1.2273], [-2.6446, 0.4624, -0.0890], [-1.3827, -0.1395, -0.4208], [-1.2486, -1.4984, -0.3163], [0.1867, -1.9085, -0.2355], [0.9147, -1.0317, 0.5703], [0.3794, 0.9250, 0.9236], [-2.0871, 2.4678, -0.6188], [-3.2742, 2.3425, 0.6946], [-3.3205, 0.3963, -0.9544], [-3.0758, -0.0923, 0.7578], [-2.0429, -2.1130, -0.7489], [0.6268, -1.9239, -1.2618], [0.2275, -2.9512, 0.1359], [2.7438, 1.1843, 0.4950], [3.0674, 2.0105, 0.1318], [3.4294, -0.2300, -0.0220], [3.9754, 0.2391, -0.8608], [3.6028, -0.8474, 0.8751], [3.5542, -1.1554, -0.5907]], "lowdin_charge": [-0.305, -0.419, -0.148, -0.236, -0.078, -0.296, -0.432, 1.888, 0.127, 0.138, 0.146, 0.142, 0.136, 0.132, 0.132, -0.278, 0.074, -0.002, 0.094, 0.097, 0.089], "total_charge": 1, "de_lowest_ev": 0.991, "orbital_gap_ev": [7.2, 9.3], "e_homo_ev": [-11.330, -13.524], "spin_multiplicity": 6, "e_tot_ha": -1106.013105}


[3]
{"formula": "C5H11OS", "method": "ωB97M-V/def2-TZVPD", "elements": ["C", "C", "C", "S", "H", "H", "H", "H", "H", "H", "H", "O", "C", "C", "H", "H", "H", "H"], "positions_angstrom": [[1.7615, -1.5244, 0.4928], [2.1739, -0.1016, 0.2224], [1.3753, 0.9863, 0.9148], [-0.4334, 0.8042, 0.8469], [1.8730, -1.6805, 1.5634], [2.4808, -2.1638, -0.0344], [0.7203, -1.7037, 0.2376], [3.2503, -0.0259, 0.4969], [2.0806, 0.0789, -0.8733], [1.5724, 1.9293, 0.3809], [1.6975, 1.0664, 1.9530], [-3.5767, 1.6404, 0.0268], [-2.7245, 1.1705, -0.6763], [-2.6295, -0.3219, -0.9966], [-1.9803, 1.7813, -1.2495], [-1.6314, -0.5783, -0.6025], [-2.5247, -0.5390, -2.1091], [-3.4851, -0.8181, -0.5939]], "lowdin_charge": [-0.177, -0.399, -0.729, 0.410, 0.063, 0.058, 0.031, 0.093, 0.097, 0.028, 0.029, -0.028, -0.506, -0.142, 0.076, -0.036, 0.079, 0.050], "total_charge": -1, "de_lowest_ev": 0.745, "orbital_gap_ev": 6.8, "e_homo_ev": -2.645, "e_tot_ha": -670.537069}